(1)
A structure of composition C18H40ClCuF4N4O8S4 at a distorted geometry. Source: the Open Molecules 2025 dataset; level of theory: ωB97M-V/def2-TZVPD.

Summary:
Kohn-Sham gap = 3.28 eV
Relative energy (zero: lowest compared OMol25 entry of this formula, charge and spin) = 176.3 kcal per mole
Net charge = 0

Each line ends with the Löwdin charge.
Cartesian coordinates (Å):
H  -4.71  -13.18  -8.05  0.12
C  -6.63  -10.29  -5.09  -0.11
H  -7.09  -9.32  -4.89  0.08
F  1.38  -23.29  -3.00  -0.24
H  10.60  -22.37  -4.02  0.12
O  5.04  -16.39  -10.23  -0.33
H  -5.70  -16.58  -6.06  0.13
H  10.01  -24.40  -5.35  0.12
C  -5.04  -15.32  -4.04  0.05
F  3.16  -15.45  -9.07  -0.25
H  12.29  -22.52  -5.11  0.10
Cu  0.27  -19.81  -7.05  0.78
H  -4.64  -16.17  -7.93  0.13
C  -5.24  -15.28  -7.75  -0.16
H  8.86  -22.00  -3.94  0.15
F  2.06  -19.20  -11.80  -0.25
H  10.96  -21.01  -7.37  0.13
N  9.76  -21.45  -5.71  -0.22
H  8.58  -24.35  -4.40  0.13
S  1.48  -22.09  -1.89  0.39
H  10.33  -19.27  -6.02  0.10
C  9.82  -19.93  -5.32  0.07
O  3.33  -14.87  -11.33  -0.30
H  15.35  -21.11  -5.47  0.07
S  1.75  -19.77  -1.53  0.65
N  2.50  -17.36  -10.45  -0.28
H  -3.38  -14.72  -5.80  0.13
H  -3.41  -14.37  -8.04  0.13
O  0.18  -22.34  -1.26  -0.32
H  -5.95  -15.84  -3.74  0.11
C  8.49  -21.86  -6.50  -0.09
H  -6.13  -15.16  -8.37  0.13
H  10.91  -22.75  -7.11  0.13
H  12.61  -20.79  -5.45  0.11
H  15.10  -22.86  -5.23  0.07
C  -4.38  -14.12  -7.61  -0.15
H  10.42  -19.88  -4.41  0.10
O  0.60  -19.62  -0.53  -0.32
C  15.02  -22.04  -5.94  -0.10
O  3.10  -19.51  -1.15  -0.28
O  2.69  -22.53  -1.18  -0.32
O  4.23  -18.34  -12.01  -0.29
C  -5.91  -15.56  -6.38  -0.11
N  1.59  -20.94  -2.82  -0.29
H  8.76  -21.51  -7.50  0.13
C  9.64  -22.46  -4.54  -0.12
S  3.62  -16.04  -10.51  0.60
H  -6.49  -12.91  -6.06  0.13
H  13.78  -21.26  -7.55  0.11
H  -5.06  -12.07  -4.02  0.11
C  -7.10  -11.31  -4.08  -0.26
C  -4.13  -13.97  -6.05  -0.05
C  12.40  -21.77  -5.89  -0.17
Cl  -2.98  -23.18  -8.92  -0.79
H  15.86  -22.33  -6.58  0.07
H  13.64  -22.91  -7.34  0.10
H  -5.59  -10.20  -4.79  0.08
H  -4.22  -16.01  -4.23  0.11
H  7.65  -21.30  -6.11  0.13
C  9.18  -23.74  -5.08  -0.15
H  -7.40  -14.04  -4.92  0.14
H  -6.92  -10.49  -6.12  0.08
H  -4.72  -14.62  -3.26  0.10
O  2.25  -17.10  -12.93  -0.29
H  -7.01  -10.93  -3.06  0.11
H  7.34  -23.75  -6.25  0.13
C  8.36  -23.37  -6.34  -0.12
C  -6.49  -13.47  -5.13  -0.07
H  -3.85  -12.96  -5.77  0.13
F  1.42  -18.48  -2.52  -0.27
N  -5.39  -14.56  -5.37  -0.24
H  8.77  -19.64  -5.35  0.10
C  -6.08  -12.47  -4.03  -0.19
H  -6.10  -12.92  -3.04  0.10
C  13.68  -21.99  -6.75  -0.23
H  -8.16  -11.45  -4.30  0.12
H  -6.98  -15.43  -6.53  0.13
S  2.91  -17.80  -11.86  0.39
H  8.85  -23.80  -7.21  0.11
C  11.02  -21.79  -6.61  -0.09

---

(2)
A structure of composition C18H40N5P3SSm at a distorted geometry. Source: the Open Molecules 2025 dataset; level of theory: ωB97M-V/def2-TZVPD.

Summary:
Kohn-Sham gap (alpha / beta) = 4.26 / 5.63 eV
Multiplicity = 6
Relative energy (zero: lowest compared OMol25 entry of this formula, charge and spin) = 4.6 kcal per mole
⟨S²⟩ = 8.779
Net charge = +3

Each line ends with the Löwdin charge.
Cartesian coordinates (Å):
N  -2.94  -3.80  3.82  0.19
H  0.59  1.62  -2.08  -0.14
H  -3.57  0.41  -1.73  0.06
H  0.13  2.01  4.67  0.06
H  1.76  6.25  -6.68  0.12
H  -1.66  2.93  0.30  0.08
C  1.46  5.43  -6.04  -0.04
N  -2.81  -2.47  3.39  -0.20
H  0.83  2.75  3.21  0.01
C  -3.53  -0.79  2.42  -0.13
H  0.92  -4.86  0.04  0.08
H  -2.08  -4.10  4.25  0.12
H  0.46  -0.57  -2.91  -0.02
N  -1.79  -2.08  2.62  0.07
C  -0.84  2.94  1.03  -0.04
H  0.63  2.43  -0.45  0.01
C  2.99  0.18  3.13  -0.25
H  0.60  -3.49  2.98  0.02
H  -3.09  -2.52  -2.95  0.08
C  1.00  2.01  4.00  -0.25
H  2.74  3.98  -6.99  0.12
P  -1.59  -1.01  -1.67  0.67
N  -3.94  -1.78  3.20  0.18
H  1.64  -0.60  5.48  0.08
H  -3.66  -2.21  -1.29  0.05
H  -2.32  -3.33  -1.56  0.04
C  0.81  -0.68  4.75  -0.25
H  -1.10  3.25  2.04  0.08
C  0.72  3.30  -4.31  -0.59
H  0.67  -1.73  4.47  0.01
C  -2.61  0.41  -2.27  -0.29
H  -0.68  -4.15  0.37  0.05
H  1.99  2.11  -5.55  0.10
Sm  -0.44  -0.06  0.73  1.30
C  2.70  -2.41  -0.01  -0.24
C  1.51  -3.38  2.37  -0.26
H  -2.11  1.36  -2.06  -0.02
C  -0.34  -1.33  -2.97  -0.28
H  3.33  -1.70  0.55  0.04
C  0.31  -3.96  -0.07  -0.25
H  -4.19  0.01  2.13  0.13
C  0.49  5.62  -5.05  -0.06
H  -3.74  -3.87  4.44  0.13
H  1.34  2.76  1.23  0.07
H  1.92  -4.38  2.18  0.08
H  0.16  -2.30  -2.83  0.04
H  3.28  -0.86  2.93  0.03
P  1.07  -2.54  0.81  0.68
S  0.12  1.90  -3.41  0.82
P  1.16  0.34  3.26  0.71
H  2.56  -2.02  -1.02  0.05
H  3.44  0.52  4.07  0.07
H  -2.81  0.39  -3.35  0.08
H  3.22  -3.38  -0.06  0.08
C  -2.77  -2.39  -1.90  -0.24
H  2.24  -2.80  2.95  0.03
H  0.03  6.60  -4.94  0.12
H  3.34  0.81  2.31  0.05
C  2.01  4.16  -6.20  -0.05
H  -0.72  4.69  -3.52  0.10
C  0.11  4.57  -4.22  -0.10
H  0.17  -3.73  -1.13  0.03
H  1.90  2.27  4.57  0.08
C  0.44  2.66  0.61  -0.14
H  -0.76  -1.30  -3.98  0.08
H  -0.12  -0.31  5.21  0.05
C  1.63  3.11  -5.37  -0.10
N  -2.22  -0.91  2.05  -0.18

---

(3)
A structure of composition C18H41Al2CaCl2F5MgN2O12V at a distorted geometry. Source: the Open Molecules 2025 dataset; level of theory: ωB97M-V/def2-TZVPD.

Summary:
Kohn-Sham gap = 1.49 eV
Net charge = +1

Each line ends with the Löwdin charge.
Cartesian coordinates (Å):
H  6.61  2.55  -4.85  0.08
H  -3.92  -0.97  -0.69  -0.02
H  0.22  -2.45  -5.17  0.11
O  -1.43  8.32  7.01  -0.13
H  -0.26  -4.14  -5.48  0.07
Mg  -7.16  -0.28  -0.53  1.41
O  4.19  -0.47  2.04  -0.11
F  -7.87  -2.58  1.58  -0.28
C  -2.69  1.07  2.06  -0.12
O  -1.48  -4.18  -1.75  0.07
H  5.50  2.10  0.31  0.09
H  -2.38  9.77  5.89  0.07
H  2.85  -1.98  3.55  0.13
H  -0.68  -6.39  -2.66  0.08
H  -1.78  -2.27  3.82  0.10
H  6.30  0.80  -4.90  0.08
C  1.09  -2.70  2.16  -0.20
H  -1.40  -3.16  2.19  0.11
H  6.87  1.67  1.61  0.10
H  -3.38  1.32  2.97  0.14
H  -1.81  3.33  2.93  0.12
H  -4.25  -1.41  2.22  -0.01
O  6.63  2.49  -2.33  0.01
H  -1.60  7.65  6.32  0.03
O  -4.64  0.64  -5.14  -0.60
C  -2.24  4.81  5.46  -0.78
O  6.28  -0.84  0.69  -0.04
Al  -8.26  -4.12  2.42  0.14
Cl  -4.52  3.73  -8.50  0.50
O  -1.44  2.91  2.08  -0.01
H  0.38  -1.34  3.90  0.14
H  -3.76  2.61  -6.57  -0.01
H  -2.33  3.51  6.49  0.12
C  -3.44  3.50  -7.12  -1.04
C  5.73  1.59  1.34  -0.01
H  -2.50  -2.33  -0.59  0.01
H  -1.22  -5.93  -4.29  -0.01
Al  -2.79  -0.95  1.70  0.38
H  7.22  -1.64  -2.68  0.08
C  0.10  -1.49  2.76  -0.22
H  -2.27  10.08  7.65  0.08
O  -2.60  3.85  4.74  0.04
Cl  -3.48  4.90  -6.04  0.49
F  -9.62  -3.85  3.56  -0.26
N  -1.04  -3.23  -3.74  0.04
C  3.41  -1.46  1.30  -0.19
C  -0.60  -5.63  -3.44  -0.13
F  -8.72  -5.36  1.21  -0.27
H  8.89  -1.03  -2.68  0.08
C  2.68  -2.43  2.46  -0.14
H  0.83  -2.78  1.01  0.12
F  3.04  -2.26  -1.00  -0.49
O  -2.03  6.02  5.18  0.08
C  -1.43  -2.09  2.72  -0.16
C  6.97  1.57  -4.51  -0.02
H  7.40  0.44  -1.39  0.12
C  -2.81  -1.23  -0.33  -0.21
O  -5.46  0.34  -1.74  -0.77
H  5.06  2.08  2.20  0.10
C  7.87  -0.83  -3.02  -0.08
O  -2.08  4.43  6.71  0.14
H  0.45  -5.56  -3.74  0.10
H  -3.10  1.61  1.08  0.12
N  7.41  0.39  -2.40  0.01
C  5.40  -0.05  1.32  -0.27
H  -2.11  -0.43  -0.84  0.03
O  -1.33  1.60  2.27  -0.19
C  -1.07  -4.31  -2.90  -0.51
V  -5.05  0.49  -3.44  0.89
H  3.23  -3.48  2.41  0.12
H  2.55  -0.94  0.65  0.13
H  -1.43  -2.83  -5.72  0.10
H  4.02  -2.15  0.58  0.12
H  0.25  -0.48  2.20  0.11
H  0.79  -3.67  2.76  0.12
Ca  -0.52  -7.94  -4.67  1.57
H  7.99  1.42  -4.90  0.08
H  -1.37  -2.38  -3.30  0.16
C  -2.43  9.31  6.89  -0.17
H  -3.42  8.86  7.03  0.07
C  6.99  1.53  -3.01  -0.55
H  -2.42  3.36  -7.48  0.03
H  7.85  -0.78  -4.11  0.07
C  -0.60  -3.17  -5.11  -0.05
F  -6.81  -4.69  3.34  -0.26

---

Calculated total energy, record by record: -153014.1763; -83342.9599; -148253.6963 eV